Record 1
The following is a quantum chemistry calculation of a structure of composition CHN2O2P in a non-equilibrium geometry, from OMol25.

XYZ file:
```
7
Properties=species:S:1:pos:R:3:forces:R:3:mulliken_charge:R:1
P -0.7137 -0.0984 1.1078 0.97 -1.03 -0.77 0.0206
O 2.0853 -0.2656 0.6388 2.45 0.35 0.56 -0.4388
O 1.0048 -1.1608 -1.0142 0.76 -0.97 -1.71 -0.4208
N 1.1805 -0.6799 0.0355 -4.65 0.88 1.88 0.7026
N -0.9749 1.9332 -0.9043 -0.22 0.85 -1.02 -0.3306
C -0.9185 1.0614 -0.1691 0.47 0.82 0.59 0.3695
H -1.6635 -0.7899 0.3055 0.22 -0.89 0.47 0.0976
```
Positions in Å, forces in eV/Å.

Summary:
- maximum force (eV/Å) = 5.09
- charge = 0
- relative energy (zero: lowest compared OMol25 entry of this formula, charge and spin) (kJ/mol) = 87.14
- highest occupied orbital energy (spin up / spin down) (eV) = -10.09 / -10.09

Record 2
The following is a quantum chemistry calculation of a structure of composition C35H36N9O4Tl in a non-equilibrium geometry, from OMol25.

XYZ file:
```
85
Properties=species:S:1:pos:R:3:forces:R:3:mulliken_charge:R:1
Tl -0.5211 -0.3271 1.2048 -1.66 1.33 -0.57 2.5370
O 1.7332 0.3930 -7.3839 -0.05 -0.02 0.05 -0.5546
O -2.5759 -1.9130 1.1979 -0.29 -0.87 -0.58 -0.1914
O 1.5010 -1.4485 -4.6427 -0.02 -0.05 -0.01 -0.6841
O -2.3001 0.8291 1.1607 0.50 -1.34 -0.45 -1.1107
N -0.0058 -0.4806 -6.0217 -0.08 -0.18 -0.08 -0.1541
N -2.3379 -3.7236 -0.1823 0.26 -0.28 0.19 -0.0556
N 1.9508 -0.3376 1.0201 0.25 0.46 -0.26 -0.1775
N 0.2632 -2.7383 1.2638 0.09 -0.16 -0.21 0.6041
N -0.5933 -0.4080 3.5929 -0.04 0.07 -0.36 -1.0031
N 2.5435 0.4579 0.0954 -0.08 -0.11 -0.09 0.2087
N -1.4043 0.6927 3.5469 0.86 0.24 1.49 0.8634
N 0.1064 1.8364 1.0968 1.33 -0.53 1.11 -0.0330
N -0.6019 -0.3211 -1.2698 -0.39 0.02 -0.40 0.3321
C 1.9110 1.5860 -0.5454 -0.06 0.01 -0.08 0.5068
C 1.9842 -4.8916 0.9985 0.00 0.00 -0.11 -0.6025
C -0.6447 4.1674 4.5609 -0.07 -0.02 0.16 0.3416
C 0.7803 2.2483 -0.0140 -0.02 0.30 0.20 -0.4109
C 1.9885 3.0907 -2.4595 0.01 -0.06 -0.06 0.1908
C 0.8241 -0.6695 -7.1843 0.09 0.15 0.01 -0.4577
C 0.4230 3.8258 2.4208 0.01 0.10 0.12 -0.8827
C 2.0937 -4.0345 2.0675 -0.11 -0.23 0.39 -0.8035
C -2.5565 -0.0621 -2.5958 0.04 0.02 -0.01 -1.6237
C 3.8135 0.0437 -0.1222 0.18 0.23 0.19 0.0237
C 2.6010 3.4873 -3.7776 0.03 0.02 0.08 -1.5478
C -2.7161 -1.0099 4.0640 0.14 0.22 0.30 -1.3420
C -1.9213 -0.0674 -1.3543 -0.31 -0.07 -0.54 0.0091
C -0.4704 -0.5873 -3.6404 -0.05 -0.07 -0.02 0.0327
C 0.9850 -4.6651 0.0586 0.11 -0.06 0.09 -0.8708
C -1.4185 -1.4396 3.8262 0.20 0.18 0.55 -0.0891
C 1.2156 -2.9607 2.1614 -1.32 -1.32 0.10 -1.1397
C 0.2727 3.3130 -0.7851 0.08 0.12 -0.04 0.2602
C 2.4905 2.0230 -1.7374 -0.14 -0.09 -0.15 -0.4290
C -2.9811 -2.9734 0.7647 -0.10 -0.11 0.40 0.4142
C -1.1096 2.8624 4.4687 0.20 0.07 0.05 -0.1336
C 0.1543 4.6163 3.5220 0.04 -0.01 -0.17 -1.1773
C 4.0828 -1.0115 0.7203 -0.25 0.29 -0.22 -1.6947
C 0.4267 -0.8896 -4.7934 0.12 0.22 0.04 0.1501
C 0.1381 -3.5856 0.2228 -0.27 -0.13 0.19 0.7112
C -0.8464 2.0317 3.3912 0.01 -0.02 -0.37 0.1335
C 0.8536 3.7283 -1.9624 -0.07 0.01 0.09 -0.9663
C -1.8357 -0.3253 -3.7437 -0.02 0.04 0.02 -0.2170
C -1.0253 -3.3943 -0.7237 -0.17 0.17 0.05 -0.1060
C 2.8821 -1.1885 1.4079 0.75 0.44 0.08 -0.4602
C -2.6444 0.3618 3.9093 -0.26 0.27 -0.53 0.0475
C -0.9309 5.0143 5.7741 -0.03 -0.03 -0.08 -1.5642
C 0.0898 -0.5830 -2.3752 0.27 0.20 0.18 -0.5392
C -0.0940 2.5237 2.2499 -0.47 -0.01 -0.01 0.7303
C -4.2582 -3.5879 1.2944 -0.05 -0.04 -0.23 -1.4615
H 0.1868 -0.7038 -8.0646 0.05 0.02 -0.03 0.3503
H -2.3382 -0.3537 -4.7040 0.02 0.00 -0.01 0.5618
H -0.7404 0.2041 -6.0796 -0.02 -0.02 0.05 0.2486
H 2.3884 4.5312 -4.0080 -0.02 -0.01 -0.02 0.4116
H -4.6711 -4.3408 0.6229 0.01 -0.03 0.03 0.4347
H 3.3390 1.4951 -2.1532 -0.02 -0.04 0.00 0.2492
H -3.6183 0.1398 -2.6434 0.00 -0.01 0.00 0.5290
H -3.4023 1.1225 3.9738 -0.05 -0.04 -0.12 0.4986
H -0.1913 4.8493 6.5618 -0.02 0.03 0.02 0.2797
H -1.6798 2.4524 5.2957 -0.01 -0.03 -0.02 0.4957
H 1.3600 -1.6098 -7.0662 -0.12 -0.06 0.02 0.3375
H 5.0080 -1.5479 0.8278 0.01 0.01 0.01 0.4439
H -1.9152 4.7893 6.1875 0.02 -0.02 0.03 0.3682
H 2.2065 2.8784 -4.5952 0.01 0.02 -0.03 0.1866
H 0.5800 5.6139 3.5622 -0.01 0.00 0.01 0.3483
H -0.9187 6.0750 5.5205 0.03 0.00 0.02 0.3885
H 2.6679 -1.8568 2.2089 0.79 0.56 -0.18 0.8661
H 0.8553 -5.3351 -0.7805 -0.01 0.03 -0.03 0.4803
H -2.4427 0.1541 -0.3670 0.29 0.27 -0.16 0.4152
H 2.6554 -5.7342 0.8959 0.00 0.00 -0.01 0.4238
H -1.0615 -2.3639 -1.0486 0.01 -0.04 -0.01 -0.9347
H 4.4584 0.5611 -0.8070 0.02 0.01 0.02 0.4815
H -3.5853 -1.5954 4.3035 -0.01 0.00 -0.01 0.4999
H 1.1473 -0.7920 -2.2535 0.00 -0.02 -0.06 0.5479
H 2.8509 -4.1748 2.8281 0.00 -0.02 -0.01 0.4988
H -0.8789 -4.0190 -1.6036 0.05 0.04 -0.02 0.6476
H 0.4086 4.5495 -2.5135 0.03 0.00 -0.02 0.3834
H 2.3437 0.3808 -6.6375 0.08 0.00 -0.04 0.3469
H 1.0468 4.2292 1.6331 -0.03 -0.03 -0.04 0.3876
H -2.6039 -4.6943 -0.2128 -0.09 0.03 -0.13 0.2808
H 1.2151 -2.2949 3.0160 -0.11 -0.02 0.06 0.8766
H -0.6246 3.7948 -0.4175 0.01 -0.02 0.05 0.5807
H -1.0031 -2.4351 3.8413 -0.11 -0.04 0.00 0.5032
H -4.0518 -4.0483 2.2613 -0.01 0.04 0.02 0.2655
H 3.6852 3.3681 -3.7621 0.00 -0.03 -0.03 0.3743
H -4.9916 -2.7967 1.4300 0.04 0.03 0.08 0.3286
```
Positions in Å, forces in eV/Å.

Summary:
- maximum force (eV/Å) = 2.20
- charge = 0
- relative energy (zero: lowest compared OMol25 entry of this formula, charge and spin) (kJ/mol) = 0.00
- highest occupied orbital energy (eV) = -5.73

Record 3
The following is a quantum chemistry calculation of a cluster of 2 separate species, C4H7N3 in total in a non-equilibrium geometry, from OMol25.

XYZ file:
```
14
Properties=species:S:1:pos:R:3:forces:R:3:mulliken_charge:R:1
N 2.6205 -0.6972 0.7089 2.17 0.30 0.72 -0.2364
N 0.9975 -0.1915 -1.2077 0.17 -2.26 5.67 -0.1808
N 3.8992 -0.3588 0.2232 0.36 -0.09 1.51 -0.4678
C 0.2395 -0.6931 -0.1598 -1.58 0.35 -2.00 -0.6276
C -2.9635 0.3101 0.9188 0.36 0.68 1.92 -0.4187
C -3.2031 0.4610 -0.3526 -1.07 -1.75 -2.64 -0.3949
C 1.5904 -0.5783 0.0768 0.69 0.76 -1.94 0.8204
H -2.6139 1.1507 1.5543 -0.36 -0.52 -0.52 0.2069
H 0.7600 0.1674 -2.0527 -0.71 1.33 -3.00 0.1860
H 4.0146 0.5002 -0.3748 -0.54 -1.05 1.18 0.2397
H 4.4562 -0.3833 1.1255 -0.46 0.61 -2.12 0.2723
H -3.1122 -0.6236 1.4644 0.23 0.12 -0.42 0.2050
H -3.5070 -0.4528 -1.0008 0.44 1.62 1.24 0.1558
H -3.1780 1.3894 -0.9235 0.30 -0.07 0.42 0.2401
```
Positions in Å, forces in eV/Å.

Summary:
- maximum force (eV/Å) = 6.10
- charge = 0
- relative energy (zero: lowest compared OMol25 entry of this formula, charge and spin) (kJ/mol) = 651.82
- highest occupied orbital energy (eV) = -9.04